Computed, not measured: C32H30BrFNO5P2RuS as an isolated structure, with the ωB97M-V functional and the def2-TZVPD basis.

Lowest unoccupied orbital energy (alpha / beta), eV: 0.51 / -2.03
Energy above the lowest of the compared OMol25 structures with the same formula, charge and spin, eV: 1.636
Gap between HOMO and LUMO (alpha / beta), Ha: 0.3151 / 0.2325
Largest force on an atom, Eh/bohr: 0.03170
E, Eh: -5518.0054
Expectation value of S²: 8.7640
2S+1: 6
Net charge: 0

CARTESIAN COORDINATES (ANGSTROEM)
H  2.32  5.97  3.12
H  -2.99  3.36  -4.42
C  1.03  5.02  4.55
H  -3.13  -2.49  -3.48
C  0.33  0.37  2.63
C  -1.79  -1.07  -2.61
H  -1.71  1.39  -3.74
C  -1.43  -2.13  -4.73
H  1.72  -6.17  0.22
H  3.21  2.41  -0.98
H  -1.36  -7.17  1.70
H  -2.42  -0.87  -1.74
H  -2.22  -3.58  -0.99
C  1.45  4.18  2.34
C  0.09  -1.56  4.60
C  -2.65  4.43  -2.60
C  -1.19  2.18  -1.80
C  0.90  -4.45  -0.76
C  0.17  3.96  4.79
C  -2.52  3.34  -3.44
H  -1.83  -2.00  3.72
H  1.65  3.20  -0.68
H  -0.72  2.19  3.99
P  0.39  1.72  1.38
H  1.16  -0.10  -3.98
H  1.21  5.76  5.32
N  -0.18  -3.71  -1.02
S  2.02  -2.90  -2.42
C  -0.41  -6.00  0.53
H  1.95  4.28  1.38
C  -1.55  -5.29  0.13
C  1.21  -0.76  4.55
C  -1.38  -4.17  -0.64
C  0.63  3.08  2.59
C  -2.05  4.39  -1.35
H  -1.65  -0.19  2.04
H  2.32  0.49  0.58
C  -1.32  3.27  -0.96
C  2.10  1.57  0.67
C  -0.23  -1.44  -4.86
Ru  0.09  -1.53  -0.04
H  -0.87  3.26  0.02
C  1.34  0.21  3.57
O  -0.47  -7.04  1.37
H  0.01  -2.33  5.35
H  -1.74  -2.82  -5.49
Br  1.69  -2.51  1.56
C  -0.05  3.01  3.81
H  -2.53  -5.59  0.44
H  2.83  2.01  1.35
P  -0.15  0.73  -1.34
H  -2.14  5.23  -0.68
H  0.38  -1.59  -5.75
F  -2.00  -1.72  0.39
C  2.16  2.23  -0.71
C  -0.94  -1.38  3.68
H  1.99  -0.88  5.28
H  2.23  0.83  3.53
O  2.08  -4.06  -1.22
O  3.35  -2.86  -2.94
C  1.66  5.13  3.32
H  -3.22  5.30  -2.90
C  -0.83  -0.40  2.71
H  -0.33  3.87  5.74
H  1.45  1.89  -2.73
H  2.14  0.45  -1.93
C  -2.20  -1.94  -3.60
C  1.53  1.35  -1.78
C  -1.80  2.23  -3.06
O  1.72  -1.66  -1.67
C  -0.57  -0.39  -2.73
C  0.82  -5.62  0.00
O  1.00  -3.32  -3.31
C  0.21  -0.59  -3.87